This record from the Open Molecules 2025 dataset describes a 17-piece molecular cluster, C45H127N3O17 overall at a distorted geometry. The level of theory is ωB97M-V/def2-TZVPD.

- 2S+1: 1
- Gap between HOMO and LUMO: 9.2 eV
- Highest occupied orbital energy: -0.327 Eh
- Charge: 0
- E_tot: -3233.8418 Eh

```
192
Properties=species:S:1:pos:R:3:forces:R:3:mulliken_charge:R:1
C -4.197 -1.475 0.018 0.40 0.53 -0.69 -1.10
C -4.107 -0.815 -1.377 -0.91 -0.39 1.05 1.59
C -5.560 -0.787 -2.024 1.93 -0.56 -0.70 -1.74
O -3.496 0.488 -1.287 -1.64 0.04 -0.20 -0.32
H -3.157 -1.471 0.344 -0.15 0.01 0.82 -0.10
H -4.532 -2.512 -0.001 -0.09 -0.01 -0.26 0.53
H -4.877 -0.903 0.649 0.31 0.04 0.27 0.36
H -3.352 -1.403 -1.898 -0.72 -0.40 -0.82 -0.58
H -6.391 -0.406 -1.430 0.54 0.72 0.10 0.39
H -5.906 -1.793 -2.260 0.45 -0.45 0.28 0.42
H -5.446 -0.371 -3.025 -0.46 0.69 0.16 0.45
H -2.596 0.439 -0.957 0.25 -0.03 -0.01 -0.30
C 2.234 -5.291 2.120 -0.62 -0.59 -0.82 -0.94
C 2.332 -6.567 1.272 1.00 0.86 -1.13 0.52
C 3.702 -6.585 0.455 -0.43 -0.76 0.83 -1.30
O 2.109 -7.685 2.103 0.81 -0.42 0.70 -0.54
H 2.373 -4.417 1.483 0.29 -0.07 0.07 0.15
H 2.969 -5.329 2.924 -0.03 0.11 -0.05 0.38
H 1.224 -5.208 2.521 0.02 -0.06 0.32 0.25
H 1.528 -6.693 0.547 -0.10 0.95 -0.43 0.06
H 4.583 -6.288 1.023 -0.22 0.15 0.48 0.31
H 3.762 -5.992 -0.458 -0.65 0.17 0.11 0.34
H 3.910 -7.614 0.163 -0.09 -0.21 -0.20 0.43
H 2.624 -8.414 1.749 -0.03 -0.20 0.07 0.33
C 4.153 2.233 2.335 0.61 0.46 -0.50 -0.14
C 5.490 1.906 3.026 -0.85 0.23 -0.25 0.95
C 6.524 3.052 2.922 -1.53 -0.18 0.31 -1.39
O 5.085 1.586 4.385 0.58 0.29 -0.69 -0.57
H 3.416 1.437 2.438 0.02 0.11 0.47 -0.40
H 4.259 2.344 1.256 0.42 -0.08 -0.20 -0.31
H 3.783 3.209 2.651 -0.30 -0.18 0.41 0.61
H 5.889 1.042 2.496 0.16 -0.42 0.40 -0.16
H 6.108 3.898 3.469 0.18 0.12 0.21 0.38
H 6.524 3.370 1.880 0.54 -0.14 -0.07 0.25
H 7.508 2.800 3.317 -0.03 -0.04 -0.23 0.42
H 5.876 1.459 4.914 0.14 -0.08 0.14 0.33
C -2.477 -5.463 1.569 -0.42 0.97 0.38 -0.75
C -2.901 -6.887 1.283 -0.14 -1.07 0.34 0.38
C -2.046 -8.061 1.829 0.54 0.97 -0.15 -1.17
O -4.224 -7.134 1.804 0.11 0.53 -0.57 -0.57
H -3.145 -4.777 1.048 -0.19 -0.15 -0.40 0.25
H -1.479 -5.141 1.272 0.22 -0.51 0.08 0.35
H -2.672 -5.148 2.594 0.41 -0.39 0.41 0.08
H -3.001 -6.921 0.199 -0.06 -0.52 -0.05 0.21
H -0.984 -7.986 1.597 0.06 0.06 -0.37 0.22
H -2.418 -9.031 1.498 -0.12 0.20 -0.05 0.33
H -2.049 -8.035 2.919 -0.29 -0.02 0.17 0.34
H -4.143 -7.100 2.760 -0.09 -0.02 0.18 0.36
C 1.329 1.367 0.039 0.41 0.38 0.36 -0.43
C 0.221 0.725 -0.731 -0.30 -0.16 0.38 0.81
C -0.329 -0.437 0.081 0.38 -0.35 -0.38 0.00
O -0.832 1.653 -0.905 -0.81 -1.02 1.01 1.02
H 2.251 0.788 -0.002 0.14 0.10 -0.13 0.16
H 1.025 1.413 1.085 0.05 0.13 0.18 -0.21
H 1.463 2.396 -0.296 0.36 -0.02 -0.07 0.23
H 0.519 0.458 -1.745 0.38 -0.56 0.02 0.23
H -0.955 -1.055 -0.563 -0.31 -0.11 0.36 -0.88
H -0.828 -0.068 0.976 -0.52 0.22 -0.24 -0.25
H 0.453 -1.063 0.511 0.30 -0.13 -0.41 0.28
H -0.543 2.288 -1.563 -0.01 1.27 -0.92 -0.49
C 4.450 4.002 -1.796 -0.56 -0.49 0.80 -1.22
C 5.506 2.945 -1.937 -0.97 -0.72 -1.31 1.84
C 5.154 2.117 -3.157 -0.81 -1.46 -1.06 -1.51
O 6.778 3.374 -2.204 2.11 1.39 -0.23 -0.64
H 4.686 4.616 -0.926 -0.15 0.59 -0.26 0.49
H 3.570 3.426 -1.511 -0.34 0.14 0.16 -0.09
H 4.153 4.507 -2.715 0.52 0.37 0.14 0.49
H 5.537 2.384 -1.003 -0.30 -0.48 0.05 -0.73
H 5.937 1.562 -3.674 0.62 -0.22 0.91 0.41
H 4.803 2.661 -4.033 -0.23 0.96 0.38 0.41
H 4.349 1.401 -2.987 -0.09 -0.13 0.34 0.22
H 6.932 4.233 -1.805 0.10 0.08 0.12 0.38
C -5.040 6.597 -2.836 -0.55 -0.46 -1.29 -1.48
C -4.317 5.283 -2.937 -0.70 -1.41 0.76 0.81
C -4.767 4.297 -4.046 0.70 1.59 0.18 -1.26
O -2.967 5.559 -3.058 1.65 -0.32 -0.41 -0.42
H -6.039 6.347 -2.479 -0.15 0.79 0.02 0.36
H -5.038 7.004 -3.847 -0.55 0.21 -0.15 0.33
H -4.507 7.354 -2.261 -0.21 -0.33 0.59 0.45
H -4.532 4.715 -2.032 0.31 0.02 0.64 0.00
H -4.364 4.730 -4.962 -0.65 0.06 -0.48 0.36
H -5.854 4.265 -3.975 0.05 -0.26 -0.53 0.39
H -4.312 3.308 -4.003 -0.14 0.02 0.62 0.23
H -2.784 6.297 -2.471 0.34 -0.02 0.09 0.23
C 1.879 -0.562 4.453 -0.17 0.69 -0.63 -0.82
C 2.918 -1.536 3.949 0.59 0.06 -0.11 0.28
C 2.873 -1.856 2.413 0.68 0.70 1.57 0.05
O 4.245 -1.120 4.380 -1.26 -0.67 -0.58 -0.65
H 2.030 0.438 4.046 0.12 0.14 -0.37 0.21
H 1.887 -0.378 5.527 -0.07 -0.61 0.11 0.46
H 0.905 -0.884 4.084 -0.23 -0.01 0.33 -0.13
H 2.706 -2.483 4.445 0.24 -0.23 0.04 0.45
H 1.907 -2.313 2.197 0.29 -0.30 -0.25 0.21
H 3.767 -2.466 2.285 -0.48 -0.60 -0.41 0.25
H 3.050 -1.012 1.746 -0.29 0.42 0.24 -0.49
H 4.166 -0.167 4.470 0.56 0.49 0.02 0.29
C 4.614 -1.912 -1.877 0.82 0.32 0.10 -1.26
C 5.748 -1.875 -0.825 -0.74 -0.72 0.13 0.28
C 5.777 -0.564 -0.042 -0.31 -0.38 -0.20 -0.79
O 5.501 -3.049 0.022 -0.15 0.86 -0.52 -0.51
H 4.687 -1.089 -2.588 0.26 0.22 0.10 0.29
H 3.639 -1.803 -1.402 0.00 -0.34 0.13 0.19
H 4.689 -2.812 -2.488 -0.24 -0.17 0.30 0.41
H 6.718 -2.033 -1.296 0.05 0.07 -0.24 0.29
H 6.479 -0.606 0.790 0.03 0.00 0.02 0.55
H 4.778 -0.349 0.339 -0.03 0.01 0.19 0.00
H 6.054 0.260 -0.700 0.13 -0.04 -0.05 0.17
H 6.118 -3.052 0.758 0.15 0.13 0.05 0.28
C -1.638 -2.938 -3.417 0.69 -0.46 -1.23 -0.96
C -2.087 -4.397 -3.491 -1.18 -0.12 0.43 0.48
C -3.544 -4.666 -3.094 0.58 0.29 -0.30 -1.14
O -1.968 -4.793 -4.847 0.64 0.29 -0.57 -0.56
H -0.752 -2.903 -4.051 0.76 -0.16 0.54 0.39
H -1.411 -2.566 -2.418 -0.22 -0.02 -0.14 -0.01
H -2.215 -2.258 -4.044 -0.96 -0.01 0.63 0.44
H -1.483 -5.024 -2.836 0.54 0.05 -0.04 0.13
H -3.779 -5.696 -3.359 -0.08 -0.10 0.17 0.47
H -4.148 -4.023 -3.735 -0.35 0.09 0.38 0.29
H -3.702 -4.527 -2.024 -0.26 0.20 -0.06 0.12
H -2.070 -5.743 -4.943 -0.08 -0.04 0.19 0.33
C 0.580 -0.670 -7.204 -1.05 0.14 -0.58 -1.11
C 1.516 -1.105 -8.340 -0.95 -1.35 1.42 0.57
C 2.885 -1.269 -7.826 2.11 0.32 -0.02 -1.26
O 1.168 -2.394 -8.856 -0.69 0.04 -0.52 -0.56
H 0.376 -1.353 -6.379 0.85 -0.57 -0.02 0.29
H -0.423 -0.586 -7.622 -0.14 0.59 -0.13 0.44
H 0.885 0.269 -6.742 -0.03 0.10 -0.26 0.14
H 1.440 -0.401 -9.169 0.14 0.10 0.08 0.22
H 3.553 -1.506 -8.654 0.25 0.59 -0.17 0.34
H 3.097 -2.128 -7.189 -0.92 -0.05 0.37 0.29
H 3.185 -0.379 -7.274 0.44 0.11 -0.21 0.34
H 0.585 -2.834 -8.232 -0.04 -0.03 0.04 0.32
O -1.058 6.603 1.092 0.01 0.53 -0.18 -0.68
H -1.264 6.671 2.025 -0.01 0.03 0.21 0.30
H -0.882 5.672 0.953 -0.10 -0.65 -0.07 0.29
O -1.400 3.618 0.964 0.50 0.73 -0.02 -0.18
H -2.157 3.368 1.493 -0.52 0.04 0.51 0.36
H -1.248 2.866 0.392 0.23 -0.49 -0.72 0.02
O 0.097 4.700 5.563 0.11 0.79 0.50 -0.66
H 0.087 3.894 5.047 0.04 -0.67 -0.63 0.34
H 0.488 4.444 6.399 0.11 0.09 0.22 0.30
C -5.189 -0.410 6.159 -0.30 -0.14 -1.26 -0.92
C -5.060 -1.990 6.053 -0.50 2.90 1.42 0.46
C -3.662 -2.346 5.613 -0.55 -0.32 -0.76 -1.08
O -3.382 -1.856 4.315 -0.19 0.19 -0.03 -0.02
C -2.058 -2.254 3.997 -0.92 0.24 -0.17 -0.62
N -5.273 -2.445 7.400 0.20 -2.07 0.85 -0.71
H -4.214 0.060 6.288 0.10 -0.08 -0.12 -0.16
H -5.808 -0.052 6.982 -0.03 -0.56 0.22 0.55
H -5.677 0.021 5.286 0.32 0.11 -0.36 0.22
H -5.850 -2.404 5.425 0.25 -0.02 -0.21 0.30
H -3.554 -3.430 5.564 0.09 -0.25 0.44 0.41
H -2.946 -1.912 6.310 0.17 -0.08 0.37 0.40
H -2.025 -3.338 4.107 0.60 -0.13 0.09 0.41
H -1.407 -1.722 4.691 0.60 -0.27 -0.13 0.34
H -1.859 -2.004 2.955 0.06 0.18 0.10 -0.13
H -4.558 -2.195 8.068 0.01 0.20 -0.18 0.21
H -6.185 -2.279 7.802 0.11 0.16 -0.32 0.24
C -0.609 2.497 -4.642 0.53 -0.78 -0.67 -1.29
C 0.383 3.322 -3.859 -0.44 2.50 -0.83 0.75
C 0.815 4.688 -4.559 0.13 0.71 -0.32 -1.08
O 1.532 5.613 -3.644 -0.77 -1.24 -0.66 -0.26
C 2.404 6.542 -4.264 0.63 -0.42 0.08 -0.88
N -0.369 3.681 -2.691 1.14 0.07 1.75 -0.18
H -0.146 1.941 -5.458 -0.29 0.36 -0.43 0.12
H -1.455 3.126 -4.920 0.22 0.13 -0.58 0.36
H -1.087 1.731 -4.031 0.33 -0.05 0.46 0.32
H 1.358 2.900 -3.612 -0.24 -0.74 0.24 0.16
H -0.006 5.290 -4.948 -0.71 -0.35 0.27 0.33
H 1.390 4.505 -5.467 0.69 -0.23 0.11 0.54
H 2.023 7.404 -4.812 -1.06 -0.17 -0.03 0.29
H 3.045 6.015 -4.970 0.33 -0.06 0.00 0.33
H 3.003 6.991 -3.471 0.11 -0.28 0.08 0.28
H -1.323 3.958 -2.874 -0.12 0.26 -0.32 -0.10
H 0.134 4.478 -2.327 -0.41 0.33 0.78 0.25
C -2.272 2.579 5.692 0.65 -1.12 -0.13 -1.48
C -1.698 1.885 4.388 -1.43 2.39 -0.40 0.80
C -2.903 1.667 3.395 0.76 -1.82 -1.01 0.26
O -3.349 2.798 2.709 -0.26 2.85 2.22 -0.60
C -4.499 2.702 1.925 0.30 -0.17 -1.35 -0.59
N -0.721 2.792 3.721 -0.30 -0.11 1.07 -0.49
H -2.830 3.499 5.518 0.35 0.06 -0.27 0.28
H -1.490 2.722 6.438 0.19 0.47 -0.30 0.43
H -2.946 1.917 6.235 -0.27 -0.31 -0.43 0.32
H -1.131 0.995 4.661 -0.63 -0.38 -0.21 -0.18
H -3.749 1.119 3.809 0.07 -0.10 0.32 0.32
H -2.550 1.161 2.496 0.56 -1.68 0.39 -0.03
H -5.405 2.251 2.328 0.23 -0.10 0.67 0.33
H -4.189 2.136 1.047 -0.47 -0.33 -0.44 0.11
H -4.728 3.709 1.577 -0.05 0.01 0.16 0.25
H -1.192 3.678 3.609 -0.07 0.30 -0.10 0.48
H -0.499 2.533 2.771 0.00 -0.37 -0.08 -0.23
```
Forces are in eV/Å.